{
  "formula": "C10H12NO",
  "method": "ωB97M-V/def2-TZVPD",
  "elements": ["C", "C", "C", "C", "C", "C", "C", "C", "C", "C", "N", "O", "H", "H", "H", "H", "H", "H", "H", "H", "H", "H", "H", "H"],
  "positions_angstrom": [[3.365, 0.431, 0.044], [2.975, 0.103, -1.293], [2.595, 0.164, 1.122], [1.765, -0.607, -1.450], [1.388, -0.439, 0.978], [0.995, -0.850, -0.322], [-2.372, -2.756, 0.320], [-0.319, -1.396, -0.369], [-2.682, 2.578, 0.034], [-1.229, 1.965, 0.036], [-1.235, -2.007, 0.005], [-1.108, 0.814, -0.313], [4.363, 0.842, 0.175], [3.646, 0.135, -2.123], [2.905, 0.354, 2.140], [1.526, -1.112, -2.525], [0.738, -0.685, 1.826], [-2.194, -3.618, -0.364], [-2.327, -3.114, 1.377], [-3.431, 2.058, -0.449], [-3.100, 2.794, 1.062], [-2.574, 3.625, -0.484], [-3.190, -2.042, 0.187], [-0.499, 2.761, 0.383]],
  "lumo_energy_ev": -3.75,
  "orbital_gap_ev": 9.2,
  "charge": 1,
  "e_tot_ha": -517.90674,
  "e_homo_ev": -12.987,
  "fmax_ev_per_a": 4.32
}